1.
63
Properties=species:S:1:pos:R:3:forces:R:3 method="wB97M-V/def2-TZVPD" e_tot_ha=-1840.9438 orbital_gap_ha=0.2931 smiles="CC[C@H](C)CO[C@@H](CNC)[C@@H](CCCS(=O)(=O)O)OCP(CC)CC"
C -0.2259 -2.8208 -4.3764 -0.1 0.2 0.1
C -1.4276 -1.9215 -4.1010 0.3 -0.9 0.5
C -1.6188 -1.6889 -2.5950 -0.5 1.5 -1.0
C -3.0003 -1.0364 -2.4156 0.2 -0.4 0.4
C -0.5576 -0.6714 -2.1693 0.4 -0.6 0.2
O -0.1851 -0.8128 -0.8073 0.0 0.2 0.1
C -0.4718 0.3073 0.0017 -0.2 0.2 -0.2
C -0.5764 -0.1643 1.4326 -0.4 -0.7 0.3
N -1.9613 -0.5835 1.7569 0.5 0.8 0.6
C -2.0290 -0.8639 3.2098 0.2 -0.1 -0.5
C 0.4773 1.4885 -0.2915 0.0 0.0 0.2
C 0.1653 2.7489 0.5375 -0.3 -0.1 -1.0
C -1.0782 3.4423 -0.0599 -0.2 -0.5 0.6
C -2.1085 3.8233 1.0148 -0.5 0.4 -0.6
S -3.7257 3.3334 0.4366 0.0 -0.6 -0.8
O -3.8961 1.9324 0.6556 0.1 -0.6 1.0
O -3.9037 3.7544 -0.9030 0.0 1.1 -0.5
O -4.7785 4.1189 1.3283 0.2 -0.2 0.5
O 1.8486 1.1442 -0.3200 -0.2 0.2 0.2
C 2.4761 0.9361 0.9351 0.9 -0.8 -0.1
P 3.1646 -0.8101 0.9545 -0.6 -0.8 -0.9
C 2.6834 -1.6215 2.5581 0.5 0.0 -0.1
C 1.9563 -2.9566 2.3273 -0.4 0.3 0.2
C 5.0169 -0.6819 0.9509 -0.3 0.2 -0.2
C 5.6305 -1.2696 -0.3304 0.2 0.4 0.2
H -0.0321 -2.9354 -5.4364 0.0 -0.1 -0.2
H 0.6854 -2.4461 -3.9229 0.2 0.1 0.1
H -0.4209 -3.7904 -3.9287 0.1 -0.3 -0.1
H -1.3508 -0.9630 -4.6053 0.0 0.2 -0.2
H -2.3098 -2.4334 -4.4783 -0.2 0.1 -0.2
H -1.5532 -2.6154 -2.0377 0.2 -0.2 0.1
H -3.7356 -1.5420 -3.0306 -0.3 -0.2 0.1
H -2.9878 -0.0002 -2.7426 0.1 0.2 -0.1
H -3.2962 -1.0406 -1.3691 -0.2 0.0 0.1
H 0.3462 -0.7615 -2.7673 0.2 -0.2 0.0
H -0.9544 0.3148 -2.3978 -0.1 0.3 0.2
H -1.4740 0.6482 -0.2799 -0.2 0.3 0.1
H -0.2407 0.5661 2.1743 0.2 0.2 -0.1
H 0.0415 -1.0510 1.5445 0.3 -0.1 0.0
H -2.4965 0.2747 1.6484 -0.4 -0.3 -0.4
H -2.7738 -1.6181 3.4242 -0.2 -0.1 0.1
H -2.2387 0.0311 3.7971 -0.1 0.1 0.1
H -1.0632 -1.2336 3.5449 0.1 -0.2 0.1
H 0.2525 1.7865 -1.3113 0.2 -0.1 -0.4
H 1.0015 3.4223 0.4029 0.4 0.1 0.3
H 0.0131 2.5242 1.5850 0.1 0.1 0.3
H -0.7971 4.3031 -0.6499 0.0 0.3 0.0
H -1.5821 2.7718 -0.7448 0.1 -0.2 -0.3
H -1.9498 3.2813 1.9376 0.0 0.1 0.3
H -2.1473 4.8985 1.1480 0.0 0.1 0.4
H -5.0984 3.5017 2.0121 0.0 0.2 -0.2
H 3.3244 1.6146 0.9961 0.0 0.3 0.2
H 1.8263 1.0617 1.7920 -0.2 0.2 0.1
H 2.1103 -0.9524 3.1920 -0.1 0.1 0.1
H 3.6053 -1.8542 3.0818 0.2 0.3 0.3
H 1.0177 -2.9830 2.8758 -0.1 -0.1 0.1
H 1.7209 -3.1006 1.2799 0.0 -0.1 -0.2
H 2.5486 -3.7911 2.6811 0.2 -0.2 0.0
H 5.2800 0.3711 0.9959 0.1 0.2 0.3
H 5.4351 -1.1965 1.8083 0.0 0.1 0.3
H 6.0408 -2.2561 -0.1481 -0.1 -0.3 -0.1
H 4.9278 -1.3006 -1.1551 -0.2 -0.1 -0.1
H 6.4506 -0.6329 -0.6462 0.3 0.0 -0.1

2.
82
Properties=species:S:1:pos:R:3:forces:R:3 method="wB97M-V/def2-TZVPD" e_tot_ha=-63186.1238 orbital_gap_ha=0.3539
C 1.7704 0.1639 1.4275 -0.2 0.2 -0.1
C 1.9505 1.6020 1.0203 0.6 1.1 0.7
O 2.5797 2.4166 1.6754 -0.7 -1.1 -0.9
O 1.3265 1.9653 -0.1485 0.2 -0.2 0.2
C 2.2184 2.2469 -1.2469 0.1 0.1 -0.2
C 2.4499 0.9610 -2.0423 -0.5 0.2 -0.2
C 1.3511 0.7090 -3.1030 0.0 -0.1 0.2
C 0.7035 -0.6782 -2.9625 -0.4 0.6 -0.1
C -0.4042 -0.5994 -1.9099 0.6 -0.5 0.2
C -1.8536 -0.6801 -2.3618 -0.1 -0.4 0.4
C -2.5439 -0.7168 -0.9827 -0.5 0.4 -0.8
Si -2.8504 0.9937 -0.1582 0.4 0.4 0.5
C -4.6117 1.0553 0.4601 -0.1 -0.2 -0.2
C -1.6752 1.1456 1.3052 -0.1 -0.2 -0.2
C -2.4791 2.4019 -1.3530 0.0 -0.1 -0.3
O -1.6573 -1.5745 -0.2132 0.3 -0.4 -0.2
C -0.4559 -1.6846 -0.8504 0.9 -1.2 0.6
O 0.3638 -2.5383 -0.5387 -1.3 1.6 -0.5
H 1.1603 0.1244 2.3334 0.1 0.0 0.0
H 2.7492 -0.2586 1.6624 -0.1 0.0 0.0
H 1.2823 -0.4208 0.6476 0.1 0.0 0.1
H 3.1450 2.6977 -0.8783 -0.1 -0.1 0.1
H 1.7135 2.9909 -1.8692 0.0 0.0 0.1
H 3.4174 0.9922 -2.5397 0.1 -0.1 0.2
H 2.4283 0.1227 -1.3397 0.4 0.0 0.0
H 1.7470 0.8518 -4.1115 0.1 -0.1 0.1
H 0.5576 1.4555 -2.9729 0.1 0.0 -0.1
H 1.4527 -1.4239 -2.6990 -0.1 -0.1 -0.1
H 0.2484 -0.9229 -3.9222 0.1 -0.4 0.0
H -0.2418 0.3015 -1.2962 -0.2 0.1 -0.1
H -2.1975 0.0667 -3.0744 0.0 0.1 0.2
H -2.0011 -1.6791 -2.7946 0.0 0.2 -0.3
H -3.5017 -1.2374 -1.0858 0.1 -0.1 0.3
H -5.3172 0.6370 -0.2657 0.0 0.1 0.0
H -4.6893 0.4472 1.3654 0.0 0.1 0.0
H -4.9278 2.0735 0.6983 0.0 -0.1 0.0
H -0.7838 0.5277 1.1491 -0.2 0.3 0.0
H -2.1528 0.7668 2.2136 0.1 0.3 -0.1
H -1.3473 2.1746 1.4607 -0.1 0.0 -0.1
H -1.8687 3.1622 -0.8580 -0.1 0.0 0.0
H -3.3877 2.8800 -1.7306 0.1 0.0 0.1
H -1.9119 2.0686 -2.2284 0.0 0.1 0.1
C 1.2940 4.4894 3.9686 0.1 -0.1 0.0
Br -0.4801 3.9154 3.5073 0.0 0.0 0.0
Br 1.8158 6.0459 2.9643 0.0 0.0 0.0
Br 1.4700 4.7798 5.8623 0.0 0.0 0.0
H 1.9726 3.6939 3.6918 0.0 0.0 -0.1
C -7.8635 1.8991 3.2030 0.0 0.0 0.0
Br -6.0824 1.7167 3.9030 0.0 0.0 0.1
Br -7.9127 3.0866 1.6896 0.0 0.0 0.0
Br -8.6317 0.1875 2.7813 0.0 0.0 0.0
H -8.4700 2.3437 3.9775 0.0 0.0 0.0
C 4.8986 -2.9725 -3.1815 -0.1 -0.1 0.1
Br 3.5240 -3.4231 -1.9164 0.0 0.1 0.0
Br 4.3063 -3.2300 -4.9939 0.0 0.0 0.0
Br 5.5584 -1.1856 -2.9221 0.0 0.0 0.0
H 5.7274 -3.6476 -3.0177 0.0 0.0 0.0
C -0.6939 -1.9990 4.5503 -0.1 0.0 -0.1
Br -1.3069 -1.6892 2.7587 0.1 -0.4 0.3
Br 1.2268 -1.9057 4.6575 0.0 0.0 0.0
Br -1.5298 -0.8135 5.8147 0.0 0.0 0.0
H -0.9743 -3.0076 4.8177 0.0 0.0 0.0
C 6.9104 -6.6149 -3.6263 0.0 0.0 0.0
Br 5.0930 -7.0587 -4.0680 0.0 0.0 0.0
Br 7.5744 -5.1749 -4.7171 0.1 0.0 0.0
Br 7.0918 -6.1991 -1.7565 0.0 0.0 0.0
H 7.5175 -7.4841 -3.8301 0.0 0.0 0.0
C -0.8285 -6.4766 4.1543 0.0 0.0 -0.1
Br -2.6127 -6.9826 4.6631 0.0 0.0 0.0
Br -0.8151 -5.4600 2.5224 0.0 0.0 0.1
Br 0.0673 -5.5316 5.5732 0.0 0.0 0.0
H -0.2725 -7.3852 3.9778 0.0 0.0 0.0
C 0.7862 -3.1553 -6.8668 0.0 0.0 0.0
Br -0.5132 -3.6144 -5.5248 0.0 0.0 0.0
Br 0.1129 -3.4500 -8.6430 0.0 0.0 0.0
Br 1.4244 -1.3570 -6.6374 0.0 0.1 -0.1
H 1.6308 -3.8146 -6.7278 0.0 0.0 0.0
C -0.4739 9.0826 4.6716 0.0 0.0 0.0
Br -2.2433 8.5032 4.1891 0.0 0.0 0.0
Br 0.0523 10.6419 3.6745 0.0 0.0 0.0
Br -0.3144 9.3713 6.5659 0.0 0.0 0.0
H 0.2087 8.2880 4.4077 0.0 0.0 0.0

3.
11
Properties=species:S:1:pos:R:3:forces:R:3 method="wB97M-V/def2-TZVPD" e_tot_ha=-1507.4400 orbital_gap_ha=0.2402 total_charge=+2
O -0.5607 -0.2233 -0.7985 -0.6 -0.6 -0.8
C 0.4481 -0.9899 0.0699 0.8 -0.2 -0.1
C 0.3672 -0.0893 1.2954 0.0 0.4 -0.2
O 0.1679 1.2721 0.6099 -0.1 -0.2 0.6
C -0.5259 1.0545 -0.4434 -0.1 -0.6 0.6
O -1.1737 1.8381 -1.1492 0.1 0.5 -0.4
Yb -1.8451 0.4358 -2.8190 0.0 0.2 0.6
H -0.0092 -1.9710 0.2418 -0.1 0.3 0.1
H 1.2750 -0.0263 1.9027 -0.2 0.1 -0.3
H -0.4846 -0.2060 1.9806 0.0 0.1 -0.4
Li 2.3412 -1.0947 -0.8902 0.1 -0.2 0.3

4.
15
Properties=species:S:1:pos:R:3:forces:R:3 method="wB97M-V/def2-TZVPD" e_tot_ha=-777.0180 orbital_gap_ha=0.3392 smiles="COC(=S)n1ccnc1"
C 2.4144 0.6586 -0.2614 -2.3 0.8 -1.6
O 0.9149 0.6283 -0.1653 0.1 -0.2 0.2
C 0.2985 -0.5468 0.0755 0.1 2.7 -1.8
S 1.0338 -1.9435 0.1562 0.8 -2.1 0.6
N -1.0742 -0.3872 -0.0406 -3.1 -0.2 0.5
C -1.9903 -1.4752 -0.0400 -0.8 3.4 0.0
C -3.2344 -0.9353 -0.1014 0.7 -0.8 -0.6
N -3.2413 0.4450 -0.1176 1.4 -0.8 -0.1
C -1.9769 0.7232 -0.0964 1.0 1.3 0.6
H 2.6811 0.4987 -1.3870 -0.3 0.3 2.2
H 2.7054 -0.1561 0.3637 1.0 -0.2 0.3
H 2.5611 1.6917 0.1161 0.7 -0.9 -0.4
H -1.7123 -2.4473 -0.0978 1.0 -2.5 -0.1
H -4.0811 -1.4959 -0.3920 -1.0 -0.4 0.4
H -1.7042 1.7639 -0.0053 0.8 -0.2 -0.2

5.
18
Properties=species:S:1:pos:R:3:forces:R:3 method="wB97M-V/def2-TZVPD" e_tot_ha=-1282.4541 orbital_gap_ha=0.3650 total_charge=+1
O 1.6727 0.9900 -0.3369 0.5 -1.7 0.7
C 1.6090 -0.2960 0.1465 -2.2 1.3 -0.6
C 2.2008 -1.2901 -0.8473 -0.2 0.3 0.1
O 3.5378 -0.9113 -1.1749 -0.5 -1.6 -1.0
C 4.3374 -0.8338 -0.1304 -0.7 3.2 1.4
O 3.9024 -0.4227 0.9374 1.0 -1.2 -0.2
O 5.5911 -0.9038 -0.4893 0.7 -0.3 -0.6
H 1.7432 1.6372 0.3750 -0.1 -0.1 0.1
H 1.7134 -0.5230 1.2112 0.1 0.5 -0.6
H 1.6564 -1.2800 -1.7977 0.1 0.1 0.3
H 2.2079 -2.2935 -0.4107 -0.1 0.1 -0.1
H 6.1196 -0.2371 -0.0284 0.0 -0.3 0.4
O -1.1356 -1.5444 -1.5467 0.7 -1.1 -0.4
C -1.0127 -0.5411 -0.7098 -0.5 2.2 0.5
O -0.1214 -0.5721 0.2455 1.9 -0.9 0.4
O -1.7772 0.4186 -0.7840 -0.3 -0.5 0.0
K -2.8812 1.6924 1.3872 0.2 -0.2 -0.4
H -0.4910 -2.2510 -1.3330 -0.5 0.5 -0.1

6.
43
Properties=species:S:1:pos:R:3:forces:R:3 method="wB97M-V/def2-TZVPD" e_tot_ha=-5416.9503 orbital_gap_ha="0.3420 / 0.2679" spin_multiplicity=6 s_squared=8.77 total_charge=+1
Fe 0.1489 -0.0645 0.0196 -0.5 -0.4 0.0
C -1.8238 -0.6288 -1.1544 -0.1 0.1 0.1
C -0.9159 -1.6583 -1.4853 0.1 -0.1 0.1
C 0.1749 -1.0799 -2.1565 0.2 0.0 0.0
C -0.0493 0.3137 -2.2407 0.0 0.2 0.0
C -1.2996 0.5926 -1.6321 0.0 0.1 0.0
H -2.7674 -0.7679 -0.6525 0.0 0.0 0.0
H -1.0178 -2.6980 -1.2260 0.0 0.0 0.0
H 1.0565 -1.5969 -2.4987 0.0 0.0 0.0
H 0.6087 1.0367 -2.6960 0.0 0.0 0.0
H -1.7728 1.5590 -1.5793 0.0 0.0 0.0
Cl 0.6899 -3.7233 0.7006 -0.1 0.0 0.0
C 2.0131 -2.6121 0.6390 0.0 0.0 0.0
C 1.7862 -1.2585 0.3868 0.3 -0.2 0.1
C 2.9266 -0.4837 0.2798 0.1 0.3 -0.1
Cl 2.6420 1.2066 -0.1336 0.1 -0.1 0.0
C 4.2306 -0.9317 0.4346 -0.1 -0.2 0.1
Cl 5.5633 0.1255 0.2742 0.0 0.0 0.0
C 4.4084 -2.2872 0.7246 0.0 0.1 -0.1
Cl 5.9877 -2.9042 0.9348 0.0 0.0 0.0
C 3.2977 -3.1319 0.8196 0.0 0.1 0.0
Cl 3.5397 -4.7985 1.1470 0.0 0.1 0.0
C -3.5819 -0.3208 2.5912 0.0 -0.1 0.0
C -2.3922 -1.0792 3.1514 0.1 -0.1 0.1
S -0.7635 -1.0053 2.3264 0.0 0.1 0.0
C 0.1944 0.2175 3.2489 0.2 0.0 0.1
C -0.0880 1.6920 3.0064 0.0 0.1 0.0
S -0.1773 2.1476 1.2446 0.0 0.0 0.0
C -1.8182 2.9014 1.0540 0.0 0.1 0.1
C -3.0415 2.0024 1.0901 0.1 0.0 -0.1
S -3.5322 1.4769 2.7567 -0.1 0.0 0.0
H -4.4587 -0.6491 3.1526 0.0 0.0 0.0
H -3.7783 -0.5921 1.5539 0.0 0.1 0.0
H -2.6235 -2.1460 3.1536 0.0 0.0 0.0
H -2.2082 -0.7966 4.1890 0.0 0.0 0.0
H 1.2272 -0.0174 2.9767 0.0 0.0 0.0
H 0.1032 0.0016 4.3147 0.0 0.0 0.0
H 0.7202 2.2800 3.4430 0.0 0.0 0.0
H -1.0257 1.9964 3.4631 0.0 0.0 0.0
H -1.7475 3.4152 0.0932 0.0 -0.1 0.0
H -1.8798 3.6914 1.8053 0.0 0.0 0.0
H -2.8696 1.1108 0.4929 0.0 0.0 0.0
H -3.8700 2.5460 0.6339 0.0 0.0 0.1